# 1
ORCA calculation (wB97M-V/def2-TZVPD) on a molecular structure, C26H43F3O2P2Ti.

The geometry in ORCA input format:
```
! wB97M-V def2-TZVPD RIJCOSX def2/J DEFGRID3
* xyz 2 1
Ti 0.0600 -0.2513 1.3645
C -0.6635 -2.2250 2.3511
C 0.7167 -2.3567 1.9395
C 0.6128 -0.7748 3.6508
C -0.7179 -1.2373 3.4010
C 1.5073 -1.4505 2.7477
C -1.8227 -3.0576 1.9213
H -1.5625 -3.7109 1.0817
H -2.6758 -2.4353 1.6152
H -2.1694 -3.6926 2.7510
C -1.9085 -0.8887 4.2149
H -2.8319 -1.2215 3.7258
H -1.9838 0.1942 4.3720
H -1.8610 -1.3585 5.2080
C 1.0098 0.1183 4.7669
H 0.9362 -0.4013 5.7346
H 0.3611 1.0029 4.8222
H 2.0413 0.4696 4.6505
C 2.9916 -1.3449 2.7705
H 3.4048 -1.9131 3.6180
H 3.3203 -0.3055 2.8904
H 3.4362 -1.7383 1.8510
C 1.2843 -3.3966 1.0345
H 1.8099 -4.1703 1.6165
H 2.0163 -2.9699 0.3352
H 0.5041 -3.8934 0.4502
C -1.7480 0.8178 -3.6846
C -1.8774 -0.5213 -3.6867
C -1.0930 -1.4286 -4.5891
C 0.3884 -1.0163 -4.7742
C 1.0644 -0.4236 -3.5684
C 1.2841 0.8978 -3.4277
C 0.5405 1.9750 -4.1734
C -0.8986 1.6160 -4.6330
H -1.5604 -1.4795 -5.5889
H 0.4612 -0.3530 -5.6476
H -1.1359 -2.4549 -4.2019
H -0.8536 1.1410 -5.6211
H -2.3940 1.4178 -3.0223
H -2.6937 -0.9988 -3.1345
H -1.4265 2.5697 -4.7946
H 0.5008 2.8825 -3.5507
H 2.1157 1.2609 -2.8143
H 1.1086 2.2659 -5.0731
H 0.9462 -1.9208 -5.0601
H 1.5517 -1.1464 -2.9018
P -1.4937 -0.0684 -0.4136
P 1.8629 1.1431 0.3287
C -0.5959 1.3635 -1.1784
C 0.6279 2.1261 -0.6200
H -1.3649 2.1082 -1.4211
H -0.2994 0.8736 -2.1068
H 1.1758 2.5620 -1.4721
H 0.2470 2.9614 -0.0104
C 2.7025 2.3209 1.4005
H 3.4067 1.7766 2.0435
H 1.9792 2.8426 2.0414
H 3.2503 3.0506 0.7881
C 3.1191 0.3610 -0.6974
H 3.6234 1.1028 -1.3327
H 2.6810 -0.4246 -1.3276
H 3.8616 -0.1096 -0.0339
C -3.2443 0.2102 -0.5470
H -3.7612 -0.5678 0.0363
H -3.6006 0.1807 -1.5863
H -3.4664 1.1920 -0.0994
C -0.8888 -1.6382 -1.1221
H 0.0356 -2.0081 -0.6523
H -0.6710 -1.5369 -2.1888
H -1.6601 -2.4075 -0.9912
F -2.0470 2.6311 4.3896
C -1.4099 3.3004 3.3789
F -2.0516 4.4630 3.1769
F -0.1458 3.5789 3.8214
C -1.3652 2.4029 2.0994
O -2.0120 2.7405 1.1183
O -0.5916 1.3766 2.2412
*
```

Values from the calculation:
HOMO-LUMO gap in Eh: 0.2487
ΔE to the lowest compared entry with this formula, charge and spin in kJ/mol: 0.0

Mulliken population analysis, charges in e, atoms 1 to 2: -1.3328, 1.1568



# 2
ORCA calculation (wB97M-V/def2-TZVPD) on a molecular structure, C26H43FeN5S4Si4.

The geometry in ORCA input format:
```
! wB97M-V def2-TZVPD RIJCOSX def2/J DEFGRID3
* xyz 1 2
Fe -0.0109 0.0400 -0.0190
S -2.0776 -0.4131 -0.6666
C -1.2103 -0.9745 -2.0446
C -1.7246 -1.5357 -3.2178
C -0.8448 -1.9217 -4.2008
C 0.5272 -1.7586 -3.9998
C 0.9562 -1.2026 -2.8168
N 0.1059 -0.8053 -1.8580
H -2.7942 -1.6505 -3.3262
H -1.2134 -2.3542 -5.1224
H 1.2472 -2.0584 -4.7480
H 1.9985 -1.0873 -2.5972
C -2.6636 2.2318 1.0220
C -1.9172 1.4280 2.0249
N -0.9763 0.5533 1.7509
C -0.6700 -0.2063 2.8689
C -1.2872 0.1743 4.0123
S -2.3422 1.4690 3.6735
C 0.1210 -1.4146 2.6262
C 0.6521 -2.2793 3.5233
S 1.3440 -3.5964 2.6886
C 0.9022 -2.9087 1.1886
N 0.2861 -1.7614 1.2998
C 1.1201 -3.6255 -0.1010
H -3.3455 1.5816 0.4768
H -1.9734 2.6620 0.3017
H -3.2400 3.0234 1.4952
H -1.2300 -0.2779 4.9885
H 0.6559 -2.2160 4.5992
H 0.3612 -4.4015 -0.2193
H 2.0978 -4.1039 -0.1358
H 1.0319 -2.9238 -0.9214
S 2.2148 0.3973 0.7412
C 3.5686 -0.4242 0.2121
N 4.7391 -0.0904 0.8605
C 5.9430 -0.6204 0.5862
C 6.0468 -1.5594 -0.3912
C 4.8416 -1.8765 -1.0454
N 3.6704 -1.3561 -0.7745
H 4.6577 0.6254 1.5719
H 6.7752 -0.2619 1.1765
H 6.9884 -2.0163 -0.6476
H 4.8504 -2.6144 -1.8440
C 1.8999 5.2913 0.4637
Si 0.7524 3.9402 1.0690
C -0.7925 4.8571 1.5959
C 1.4789 3.1788 2.6167
Si 0.5942 2.4082 -0.7600
Si 2.6809 2.7614 -1.8905
C 4.1452 3.0106 -0.7249
C 3.1342 1.3837 -3.0586
C 2.5999 4.3180 -2.9186
Si -1.0332 3.0963 -2.3615
C -0.5783 2.2964 -3.9889
C -2.8650 2.8700 -2.1161
C -0.7960 4.9631 -2.4551
H 2.1633 5.9493 1.2978
H 1.4065 5.9027 -0.2975
H 2.8238 4.9098 0.0371
H -0.4498 5.7842 2.0663
H -1.3708 4.3123 2.3416
H -1.4525 5.1329 0.7710
H 1.4852 3.9384 3.4045
H 2.5039 2.8324 2.4699
H 0.8876 2.3291 2.9705
H 4.0098 2.5242 0.2421
H 4.3103 4.0720 -0.5381
H 5.0550 2.6244 -1.1972
H 3.3452 0.4562 -2.5279
H 4.0367 1.6711 -3.6081
H 2.3428 1.1855 -3.7823
H 2.2856 5.1868 -2.3382
H 1.9281 4.2130 -3.7712
H 3.6017 4.5222 -3.3110
H -0.6597 1.2070 -3.9391
H 0.4368 2.5468 -4.2997
H -1.2617 2.6477 -4.7679
H -3.1520 1.8388 -1.9086
H -3.3215 3.1745 -3.0631
H -3.2669 3.5174 -1.3345
H 0.1421 5.2490 -2.9245
H -0.8218 5.4141 -1.4587
H -1.6079 5.4130 -3.0363
*
```

Values from the calculation:
Expectation value of S²: 1.12
HOMO-LUMO gap (alpha / beta) in Eh: 0.2536 / 0.2368

Mulliken population analysis, charges in e, atoms 1 to 2: 0.1419, -0.6737



# 3
ORCA calculation (wB97M-V/def2-TZVPD) on a molecular structure, C26H43MoN3P2.

The geometry in ORCA input format:
```
! wB97M-V def2-TZVPD RIJCOSX def2/J DEFGRID3
* xyz 2 3
Mo 0.4363 1.3965 0.0293
C -2.2263 0.3273 1.5340
C -2.2697 0.7202 0.1141
C -2.4556 -1.6226 0.3356
C -2.2122 -1.0662 1.6438
C -2.5388 -0.5561 -0.5823
C -2.3383 1.2877 2.6598
H -2.2722 2.3286 2.3095
H -1.5810 1.1506 3.4514
H -3.3318 1.1922 3.1194
C -2.3178 -1.7884 2.9236
H -1.5348 -1.4727 3.6290
H -2.2465 -2.8811 2.8243
H -3.2699 -1.5537 3.4321
C -2.9100 -3.0136 0.0923
H -4.0124 -3.0951 0.1293
H -2.5287 -3.7199 0.8501
H -2.6121 -3.4063 -0.8947
C -3.1302 -0.6620 -1.9416
H -4.2189 -0.8366 -1.8190
H -2.7241 -1.4858 -2.5587
H -3.0493 0.2858 -2.4983
C -2.9035 2.0147 -0.3193
H -3.9956 2.0451 -0.1511
H -2.7399 2.2127 -1.3849
H -2.4824 2.8869 0.1956
C 2.2929 1.9604 0.1469
C 1.6682 3.0074 0.9337
C 0.8775 4.1043 0.4445
C 0.2470 3.8560 -0.9619
C 0.0268 2.4869 -1.5788
C 1.0720 1.5820 -1.9857
C 2.5165 2.1094 -2.2350
C 3.1526 2.6452 -0.9722
H 1.3617 5.0666 0.3508
H 0.7959 4.3029 -1.8230
H 0.1021 4.3616 1.1916
H 3.2905 3.7417 -0.9468
H 3.1135 1.5471 0.7727
H 2.1065 3.2023 1.9738
H 4.2060 2.3647 -1.0303
H 3.1424 1.3348 -2.7503
H 0.8002 0.8560 -2.7533
H 2.6293 2.8588 -3.0313
H -0.8044 4.1928 -0.8931
H -0.9517 2.5781 -2.0850
P 1.7917 -0.5655 1.2725
P 0.3694 -1.5296 -1.7730
C 2.7795 -0.8347 -0.2575
C 2.1842 -1.5187 -1.5551
H 3.5630 -1.5083 0.1241
H 3.3073 0.0726 -0.5404
H 2.6457 -1.0779 -2.4619
H 2.5159 -2.5772 -1.5753
C -0.0015 -3.3335 -1.8254
H -1.0888 -3.4536 -2.0013
H 0.1791 -3.8003 -0.8363
H 0.5667 -3.8235 -2.6428
C 0.0934 -1.2208 -3.5573
H 0.9662 -1.3290 -4.2457
H -0.3645 -0.2310 -3.6728
H -0.7325 -1.8792 -3.8887
C 2.8686 -0.8160 2.6992
H 2.2935 -0.6687 3.6261
H 3.7440 -0.1550 2.6441
H 3.2380 -1.8470 2.6550
C 0.7639 0.8271 2.0386
H -0.3352 1.2590 1.7080
H 1.4040 1.6547 2.3379
H 0.3636 0.3688 2.9097
N 0.7690 -1.9227 1.1632
C 0.8058 -3.0764 1.6229
N 0.9965 -4.3242 1.5477
C 0.2813 -5.2489 2.1107
N -0.1480 -6.2881 2.4832
*
```

Values from the calculation:
Expectation value of S²: 2.12
HOMO-LUMO gap (alpha / beta) in Eh: 0.2064 / 0.2121
ΔE to the lowest compared entry with this formula, charge and spin in kJ/mol: 1089.7

Mulliken population analysis, charges in e, atoms 1 to 2: -1.7319, -0.9124



Quick rundown of electronic energy, same order as above: -2998.2294 -5304.6814 -1930.6780 hartree